{
  "formula": "C10H26N2O4Sr",
  "method": "ωB97M-V/def2-TZVPD",
  "lumo_ev": -0.05,
  "gap_ev": 5.8,
  "homo_energy_ha": -0.214,
  "charge": 0,
  "species": ["Sr", "O", "O", "O", "O", "N", "N", "C", "C", "C", "C", "C", "C", "C", "C", "C", "C", "H", "H", "H", "H", "H", "H", "H", "H", "H", "H", "H", "H", "H", "H", "H", "H", "H", "H", "H", "H", "H", "H", "H", "H", "H", "H"],
  "positions_angstrom": [[-0.3636, -0.2406, 0.5371], [-0.2984, -2.0764, -1.1124], [-2.4963, 0.5721, -0.2996], [-1.6981, -2.1929, 1.7375], [1.5544, 1.4312, 0.9843], [-0.0652, 1.2210, -1.6605], [1.7505, -1.4174, 1.5806], [1.7716, 2.8369, 0.9780], [2.7973, 0.7344, 1.2330], [-1.8736, -3.0634, 0.6504], [-1.4262, 2.2135, -3.5078], [-1.3625, 1.8325, -2.0185], [-3.7071, -0.0507, 0.1506], [-2.5064, 0.8808, -1.6898], [2.6334, -0.4255, 2.2069], [4.0197, -0.9807, 2.5954], [-0.8329, -3.2469, -0.5253], [-3.6855, -0.1994, 1.2249], [0.0211, -3.8148, -0.1045], [-2.3870, -0.0398, -2.2724], [-0.4765, 2.4961, -3.9493], [-2.1107, 3.0641, -3.5998], [1.8869, 3.2248, 1.9889], [-1.8837, 1.3890, -4.0568], [-1.4849, 2.6828, -1.3406], [-1.2371, -3.9602, -1.2599], [3.9598, -2.0636, 2.7181], [2.6619, 3.0877, 0.3902], [0.6808, 1.8996, -1.7938], [3.4942, 1.4345, 1.6978], [-2.8605, -2.7951, 0.2082], [4.4151, -0.5044, 3.4874], [-2.1127, -4.1056, 0.9507], [0.9569, 3.2995, 0.4200], [2.2962, -1.7997, 0.8048], [-3.8580, -0.9950, -0.3690], [-3.4329, 1.4007, -1.9521], [1.5587, -2.2001, 2.1998], [2.1300, -0.1045, 3.1241], [4.7139, -0.8925, 1.7509], [-4.5505, 0.6132, -0.0701], [3.2143, 0.3657, 0.2907], [0.1940, 0.4893, -2.3281]]
}



{
  "formula": "C10H26N4OSSe4Sn",
  "method": "ωB97M-V/def2-TZVPD",
  "e_above_lowest_ev": 0.1886,
  "lumo_ev": [-7.30, -7.16],
  "gap_ev": [6.4, 6.6],
  "homo_energy_ha": [-0.503, -0.505],
  "charge": 2,
  "species": ["Sn", "Se", "Se", "Se", "Se", "S", "O", "N", "N", "N", "N", "C", "C", "C", "C", "C", "C", "C", "C", "C", "C", "H", "H", "H", "H", "H", "H", "H", "H", "H", "H", "H", "H", "H", "H", "H", "H", "H", "H", "H", "H", "H", "H", "H", "H", "H", "H"],
  "positions_angstrom": [[-0.0484, 0.2014, 0.6746], [1.6455, 3.6008, -0.5213], [5.0316, 2.3886, 0.2859], [3.7923, 0.5973, 0.0185], [3.6799, 4.2800, -0.0379], [-1.6394, 2.4217, -1.8592], [-1.6120, 1.4561, -0.6722], [-2.3157, -0.4934, 1.5389], [1.4799, -1.5113, 1.9146], [0.6909, -0.3625, -1.5781], [-0.6888, -2.3156, 0.0622], [-3.8475, 3.2792, -3.0822], [1.3906, -2.8660, 1.3597], [-0.0624, -3.2059, 1.0539], [-2.3955, 3.9656, -1.2256], [-2.1539, -2.4905, 0.1143], [-0.1593, -2.6094, -1.2763], [-3.1668, 1.9584, -2.7845], [-0.1949, -1.3715, -2.1584], [-3.8118, 4.0755, -1.7826], [-2.8982, -1.1885, 0.3875], [-3.9588, -1.4125, 0.5430], [-4.5299, 3.6563, -1.0779], [-0.1289, -4.2486, 0.7205], [-0.6176, -3.1039, 1.9870], [-1.2065, -0.9655, -2.1749], [-2.4642, -1.0507, 2.3804], [1.6490, -0.7129, -1.5541], [1.2359, -1.5401, 2.9036], [-2.5231, -2.8948, -0.8295], [-1.7542, 4.7714, -1.5794], [-2.7863, -0.5279, -0.4736], [-2.8220, 0.3816, 1.6779], [0.0940, -1.6307, -3.1808], [0.8811, -2.9205, -1.1866], [0.7060, 0.4698, -2.1636], [-0.7112, -3.4289, -1.7501], [-2.8902, 1.4155, -3.6845], [1.7776, -3.6160, 2.0550], [-3.2985, 3.8058, -3.8606], [-4.0730, 5.1183, -1.9520], [-4.8660, 3.1252, -3.4348], [-2.3572, 3.9276, -0.1397], [2.4534, -1.2129, 1.8849], [-3.7602, 1.3191, -2.1319], [-2.4112, -3.2093, 0.8939], [2.0077, -2.9006, 0.4642]]
}



{
  "formula": "C10H26N5O9P2",
  "method": "ωB97M-V/def2-TZVPD",
  "lumo_ev": -4.23,
  "gap_ev": 8.5,
  "homo_energy_ha": -0.467,
  "charge": 1,
  "species": ["P", "P", "O", "O", "O", "O", "O", "O", "O", "O", "O", "N", "N", "N", "N", "N", "C", "C", "C", "C", "C", "C", "C", "C", "C", "C", "H", "H", "H", "H", "H", "H", "H", "H", "H", "H", "H", "H", "H", "H", "H", "H", "H", "H", "H", "H", "H", "H", "H", "H", "H", "H"],
  "positions_angstrom": [[-2.1702, 3.4330, 0.9314], [-0.9399, 1.8296, 1.8108], [0.5070, -2.3967, -5.9633], [-3.6436, 3.2474, 1.4839], [0.6807, -3.3152, -3.9105], [-2.9240, -1.3163, 3.2420], [-0.3525, -4.4190, -5.4488], [-2.3163, 3.1714, -0.6353], [-1.0352, -2.3177, 3.5723], [-1.6406, 4.7598, 1.2346], [-2.8687, -3.0807, 4.6465], [1.7851, 0.5236, 0.9327], [2.3373, 2.6508, 0.2633], [4.5969, 4.5942, 0.8928], [0.6708, 2.5116, 1.8367], [1.6122, 0.1316, -1.5422], [1.5894, 1.8762, 0.9882], [2.2782, 4.1141, 0.2217], [-2.3321, -2.3182, 3.8979], [1.3973, -2.1503, -3.5040], [0.2968, -3.2922, -5.1899], [-0.2829, -3.3582, 4.2142], [-0.8258, -4.5329, -6.7958], [-4.3300, -1.2032, 3.5022], [3.3609, 4.6775, 1.1474], [1.1897, -0.2538, -0.2256], [4.7692, 4.1492, -0.0101], [1.3133, 4.4748, 0.5600], [-3.8476, 2.3196, 1.6597], [0.7429, -3.2539, 3.8727], [-4.8518, -2.1040, 3.1893], [-1.3305, 1.9154, 3.1555], [1.5120, -1.2787, -0.0700], [3.0438, 5.1369, 2.0767], [-0.3177, -3.2451, 5.2951], [-1.5300, -3.7358, -7.0233], [-1.4502, 3.0999, -1.0477], [-4.5116, -1.0097, 4.5568], [2.4275, 4.4745, -0.7893], [1.4226, 0.1007, 1.7818], [-4.6874, -0.3615, 2.9150], [3.0446, 2.2105, -0.3053], [1.0458, 2.5130, 2.7826], [2.6085, 0.3020, -1.5535], [1.6535, -2.2883, -2.4612], [2.3141, -2.0446, -4.0838], [0.7804, -1.2651, -3.6108], [0.1057, -0.2675, -0.1909], [-0.6608, -4.3362, 3.9270], [1.0880, 0.9301, -1.8697], [-1.3304, -5.4913, -6.8627], [0.0055, -4.5117, -7.4968]]
}



{
  "formula": "C10H27Cl6N7O14",
  "method": "ωB97M-V/def2-TZVPD",
  "e_above_lowest_ev": 1.0051,
  "lumo_ev": -0.78,
  "gap_ev": 9.8,
  "homo_energy_ha": -0.389,
  "charge": 0,
  "smiles": "C[N+](=O)[O-].C[N+](=O)[O-].C[N+](=O)[O-].C[N+](=O)[O-].C[N+](=O)[O-].C[N+](=O)[O-].C[N+](=O)[O-].ClCCl.ClCCl.ClCCl",
  "species": ["Cl", "Cl", "Cl", "Cl", "Cl", "Cl", "O", "O", "O", "O", "O", "O", "O", "O", "O", "O", "O", "O", "O", "O", "N", "N", "N", "N", "N", "N", "N", "C", "C", "C", "C", "C", "C", "C", "C", "C", "C", "H", "H", "H", "H", "H", "H", "H", "H", "H", "H", "H", "H", "H", "H", "H", "H", "H", "H", "H", "H", "H", "H", "H", "H", "H", "H", "H"],
  "positions_angstrom": [[-4.1935, 4.1095, -0.5424], [1.0082, 4.1938, 4.8590], [-3.8744, 2.6414, 1.8997], [-0.0669, 2.1770, -1.1484], [0.0265, 0.7450, 1.3884], [3.0688, 3.5896, 2.8569], [-1.1833, -1.4775, 5.5244], [-5.8148, -0.5474, 2.9182], [3.2125, 6.3730, -3.4474], [-1.8213, -3.4321, -1.2457], [3.0254, 2.5991, -0.4559], [1.5555, -0.5667, -2.9282], [3.4748, 4.2489, -3.3677], [-1.5368, -2.3963, 0.6066], [1.0601, -3.8567, 0.5957], [0.8397, -2.1489, 5.2451], [1.7750, -1.9850, -0.1920], [-0.4283, -1.3226, -2.8856], [4.3551, 0.9340, -0.1404], [-6.1547, -0.8828, 0.8250], [-0.2797, -1.8974, 4.8470], [2.9307, 5.2750, -3.0484], [1.6932, -3.1884, -0.1918], [-1.8134, -3.3834, -0.0452], [0.5397, -0.9356, -3.4738], [-5.4213, -0.7731, 1.7877], [3.5108, 1.5397, -0.7610], [-3.9641, -0.9376, 1.6174], [-0.5200, -2.1139, 3.4128], [-3.0431, 3.1343, 0.4348], [0.4694, -0.7579, -4.9420], [3.0063, 0.9197, -2.0227], [-0.2869, 0.5746, -0.3567], [1.8316, 2.9290, 3.9389], [1.8256, 5.1804, -2.0627], [2.3681, -3.9193, -1.3204], [-2.0094, -4.6414, 0.7136], [-3.4792, -0.2183, 2.2676], [1.6097, -3.9196, -2.1028], [1.0947, 2.3878, 3.3589], [0.8852, 5.5677, -2.4453], [-0.1151, 0.1466, -5.0808], [-3.7426, -1.9595, 1.9115], [2.3188, 2.2363, 4.6164], [-2.1440, 3.6872, 0.6778], [0.0178, -1.6130, -5.4350], [-2.6134, -4.5290, 1.6101], [-1.3183, 0.2571, -0.4152], [3.3686, 1.5406, -2.8360], [-2.5272, -5.3737, 0.0991], [1.9225, 0.8862, -1.9535], [0.4638, -0.0788, -0.7789], [2.1139, 5.8501, -1.2517], [-1.0051, -4.9784, 0.9598], [3.3781, -0.0962, -2.0933], [3.1963, -3.3208, -1.6780], [-1.1281, -3.0150, 3.3193], [-1.1617, -1.3399, 3.0010], [2.5816, -4.9037, -0.9244], [0.3855, -2.2040, 2.8283], [1.7274, 4.1769, -1.6640], [-2.7945, 2.2650, -0.1615], [1.4883, -0.6614, -5.3013], [-3.6882, -0.7901, 0.5795]]
}



{
  "formula": "C10H27I2O2P2RhSi",
  "method": "ωB97M-V/def2-TZVPD",
  "lumo_ev": [-6.60, -10.50],
  "gap_ev": [7.2, 5.0],
  "homo_energy_ha": [-0.508, -0.570],
  "charge": 2,
  "spin_multiplicity": 5,
  "species": ["I", "I", "Rh", "P", "P", "Si", "O", "O", "C", "C", "C", "C", "C", "C", "C", "C", "C", "C", "H", "H", "H", "H", "H", "H", "H", "H", "H", "H", "H", "H", "H", "H", "H", "H", "H", "H", "H", "H", "H", "H", "H", "H", "H", "H", "H"],
  "positions_angstrom": [[2.0999, -2.2122, -0.1858], [-1.9815, -1.5291, -3.1902], [-0.0287, -1.1424, -0.9540], [-1.2438, -2.1469, 0.6540], [1.2665, 0.2048, -2.2232], [-0.1322, 1.9523, 1.4828], [0.0970, -3.5981, -2.7747], [-0.2270, 0.7590, 0.4048], [-1.6120, 2.0898, 2.6298], [2.7347, 0.7192, -1.2809], [-1.5798, -3.8313, 0.1919], [-0.1640, -2.5916, -2.2280], [-0.3192, -2.1512, 2.2152], [-2.7827, -1.2752, 0.9428], [1.7918, -0.6812, -3.6711], [1.3898, 1.9630, 2.8253], [0.3942, 1.6968, -2.6817], [0.0388, 3.6592, 0.7381], [-0.6354, -4.3320, 0.0430], [-1.0149, -2.4771, 2.9869], [-1.5154, 2.9581, 3.3375], [3.2099, 1.5030, -1.8616], [0.0163, 2.2424, -1.8271], [1.3912, 1.0675, 3.4817], [0.0861, -1.1652, 2.4380], [0.9234, -0.9781, -4.2345], [-3.3293, -1.3451, 0.0109], [1.4164, 2.8256, 3.5628], [2.3872, 2.0128, 2.3399], [-3.3017, -1.7984, 1.7459], [0.9305, 3.8855, 0.1384], [-2.6375, -0.2328, 1.1941], [2.4219, -0.0419, -4.2728], [-0.4351, 1.3681, -3.2943], [0.5004, -2.8561, 2.0937], [-2.1551, -4.3221, 0.9641], [2.3255, -1.5626, -3.3558], [3.3778, -0.1586, -1.1929], [-2.5712, 2.2924, 2.1421], [2.4600, 1.0603, -0.2838], [0.0660, 4.4617, 1.5247], [-1.8339, 1.2527, 3.3068], [1.0950, 2.3056, -3.2520], [-2.1311, -3.8381, -0.7332], [-0.7889, 3.9875, 0.1025]]
}